# 1
Computed, not measured: a molecular structure, C61H65BN8O18S3, with ωB97M-V/def2-TZVPD.

Kohn-Sham gap = 7.02 eV
net charge = 0
calculated total energy = -146246.037 eV
HOMO = -8.0237 eV

Element x y z (Å)
C: -2.723 -0.059 1.907
C: -3.936 -0.953 1.459
C: -3.686 -2.382 2.108
B: -2.989 -3.399 1.105
C: -1.411 -3.542 1.167
C: -0.738 -4.324 -0.004
C: -1.109 -3.801 -1.426
S: 0.444 -3.547 -2.436
C: 1.414 -2.358 -1.453
S: 2.815 -2.909 -0.808
N: 0.882 -1.063 -1.291
C: 0.878 -0.446 -2.652
C: 0.571 1.073 -2.545
O: 0.095 1.483 -1.266
C: 1.011 1.151 -0.234
C: 1.760 -0.206 -0.479
C: -3.972 -4.233 0.128
S: -3.721 -6.005 0.149
O: -3.496 -6.447 1.513
O: -4.891 -6.644 -0.414
O: -5.174 -0.513 1.995
C: -5.583 0.740 1.487
C: -6.207 0.694 0.082
C: -6.434 -0.462 -0.678
C: -7.060 -0.340 -1.942
C: -7.473 0.899 -2.454
C: -7.227 2.073 -1.707
C: -6.606 1.937 -0.462
H: -2.598 0.711 1.116
H: -3.014 0.484 2.822
H: -1.805 -0.650 2.028
H: -3.944 -1.085 0.355
H: -3.036 -2.209 2.993
H: -4.635 -2.775 2.526
H: -0.959 -2.535 1.291
H: -1.174 -4.088 2.110
H: -0.945 -5.401 0.150
H: 0.358 -4.225 0.133
H: -1.606 -2.810 -1.353
H: -1.755 -4.523 -1.958
H: 1.900 -0.575 -3.076
H: 0.187 -0.978 -3.323
H: 1.487 1.668 -2.742
H: -0.190 1.385 -3.279
H: 0.459 1.072 0.723
H: 1.755 1.969 -0.091
H: 2.683 -0.025 -1.074
H: 2.000 -0.628 0.507
H: -5.010 -4.085 0.491
H: -3.954 -3.799 -0.893
H: -2.681 -6.347 -0.682
H: -4.799 1.521 1.483
H: -6.377 1.110 2.167
H: -6.132 -1.443 -0.293
H: -7.242 -1.234 -2.554
H: -7.982 0.974 -3.420
H: -7.510 3.081 -2.036
H: -6.429 2.852 0.126
C: 4.982 -5.292 -7.572
C: 4.927 -5.790 -6.277
C: 3.992 -5.294 -5.382
C: 3.116 -4.306 -5.799
C: 3.165 -3.796 -7.087
C: 4.105 -4.293 -7.975
N: 2.109 -3.797 -4.862
O: 2.111 -4.260 -3.723
O: 1.337 -2.953 -5.266
H: 5.711 -5.685 -8.271
H: 5.613 -6.567 -5.965
H: 3.954 -5.685 -4.374
H: 2.483 -3.020 -7.407
H: 4.152 -3.905 -8.984
C: -2.640 -8.345 4.559
C: -1.925 -8.801 5.660
C: -1.140 -7.923 6.390
C: -1.083 -6.592 6.009
C: -1.785 -6.127 4.909
C: -2.568 -7.010 4.180
N: -0.272 -5.654 6.793
O: 0.350 -6.098 7.744
O: -0.266 -4.488 6.455
H: -3.258 -9.033 3.994
H: -1.983 -9.842 5.951
H: -0.586 -8.284 7.246
H: -1.734 -5.088 4.612
H: -3.125 -6.657 3.316
C: -8.615 8.014 -0.848
C: -7.691 8.238 0.165
C: -7.505 7.288 1.157
C: -8.246 6.118 1.120
C: -9.176 5.886 0.120
C: -9.359 6.841 -0.868
N: -8.034 5.098 2.155
O: -7.225 5.338 3.029
O: -8.678 4.071 2.072
H: -8.755 8.756 -1.625
H: -7.114 9.153 0.179
H: -6.785 7.467 1.943
H: -9.756 4.974 0.097
H: -10.080 6.671 -1.657
C: 2.794 5.870 -7.035
C: 3.700 6.036 -5.996
C: 3.947 4.991 -5.117
C: 3.282 3.789 -5.300
C: 2.369 3.614 -6.329
C: 2.126 4.662 -7.199
N: 3.561 2.675 -4.390
O: 4.352 2.868 -3.484
O: 2.991 1.620 -4.588
H: 2.608 6.687 -7.723
H: 4.216 6.976 -5.872
H: 4.651 5.121 -4.314
H: 1.850 2.675 -6.462
H: 1.418 4.539 -8.009
C: 1.646 10.753 -1.398
C: 2.516 11.185 -2.391
C: 3.328 10.272 -3.045
C: 3.256 8.933 -2.699
C: 2.397 8.491 -1.705
C: 1.590 9.409 -1.052
N: 4.096 7.962 -3.406
O: 4.853 8.383 -4.260
O: 3.986 6.788 -3.099
H: 1.008 11.468 -0.891
H: 2.558 12.233 -2.656
H: 4.003 10.614 -3.817
H: 2.347 7.446 -1.434
H: 0.913 9.077 -0.276
C: 7.348 3.775 -0.672
C: 6.752 4.022 -1.903
C: 7.445 4.721 -2.879
C: 8.731 5.162 -2.613
C: 9.333 4.928 -1.387
C: 8.634 4.231 -0.413
N: 9.476 5.881 -3.655
O: 8.913 6.086 -4.712
O: 10.614 6.226 -3.400
H: 6.807 3.224 0.088
H: 5.750 3.668 -2.101
H: 6.978 4.911 -3.835
H: 10.335 5.277 -1.181
H: 9.094 4.039 0.548
C: 0.774 -8.126 10.994
C: 1.719 -7.368 10.315
C: 3.052 -7.419 10.697
C: 3.422 -8.233 11.755
C: 2.487 -8.988 12.444
C: 1.156 -8.932 12.059
N: 4.836 -8.308 12.146
O: 5.629 -7.620 11.535
O: 5.132 -9.057 13.058
H: -0.265 -8.089 10.690
H: 1.417 -6.742 9.487
H: 3.784 -6.827 10.165
H: 2.779 -9.619 13.272
H: 0.416 -9.519 12.588

Atoms 1-3, force components in eV/Å:
C -1.24 0.71 -1.27
C 1.37 -1.60 1.27
C -0.03 0.26 0.35

=====

# 2
Computed, not measured: a molecular structure, C61H65F5NO6SeTa, with ωB97M-V/def2-TZVPD.

Kohn-Sham gap = 7.42 eV
net charge = 0
calculated total energy = -158576.670 eV
HOMO = -7.7945 eV
energy above the lowest of the compared OMol25 structures with the same formula, charge and spin = 0.0 kcal per mole

Element x y z (Å)
Ta: -1.026 2.115 1.280
C: 1.634 4.254 -0.201
O: 1.005 2.969 -0.195
C: 1.708 2.050 -0.963
C: 2.888 1.558 -0.436
C: 3.183 1.793 1.028
C: 2.850 0.540 1.799
C: 3.893 -0.342 2.074
C: 3.711 -1.523 2.773
C: 2.425 -1.750 3.254
C: 1.360 -0.898 2.997
C: 0.012 -1.256 3.570
C: -0.783 -2.007 2.525
C: -0.477 -3.302 2.146
C: -1.126 -3.929 1.079
C: -2.057 -3.181 0.367
C: -2.398 -1.876 0.732
C: -3.325 -1.043 -0.127
C: -2.606 -0.628 -1.393
C: -2.812 -1.333 -2.569
C: -2.151 -1.024 -3.756
C: -1.319 0.087 -3.735
C: -1.094 0.829 -2.578
C: -0.176 2.032 -2.630
C: 1.228 1.659 -2.195
C: 2.035 0.823 -2.967
C: 3.277 0.382 -2.522
C: 3.672 0.742 -1.232
C: 4.191 -0.507 -3.363
C: 5.557 0.178 -3.517
C: 3.620 -0.763 -4.758
C: 4.373 -1.858 -2.652
C: -1.697 0.423 -1.401
O: -1.368 1.060 -0.217
C: -2.331 -1.905 -4.991
C: -1.895 -3.339 -4.640
C: -1.481 -1.419 -6.164
C: -3.804 -1.913 -5.424
C: -1.789 -1.337 1.845
O: -2.215 -0.113 2.341
C: -2.924 -0.227 3.589
C: -0.797 -5.385 0.738
C: 0.698 -5.512 0.399
C: -1.122 -6.266 1.954
C: -1.607 -5.889 -0.455
C: 1.550 0.228 2.189
O: 0.486 0.989 1.784
C: 4.833 -2.526 3.036
C: 4.412 -3.905 2.501
C: 5.096 -2.625 4.546
C: 6.132 -2.117 2.339
H: 2.709 4.149 -0.051
H: 1.210 4.833 0.608
H: 1.447 4.756 -1.152
H: 2.589 2.620 1.405
H: 4.234 2.027 1.188
H: 4.881 -0.067 1.722
H: 2.226 -2.624 3.868
H: -0.509 -0.352 3.867
H: 0.172 -1.865 4.459
H: 0.306 -3.826 2.688
H: -2.540 -3.599 -0.511
H: -3.654 -0.170 0.430
H: -4.206 -1.618 -0.409
H: -3.522 -2.156 -2.545
H: -0.825 0.414 -4.643
H: -0.554 2.810 -1.979
H: -0.174 2.414 -3.651
H: 1.658 0.509 -3.935
H: 4.596 0.351 -0.815
H: 5.446 1.163 -3.981
H: 6.215 -0.427 -4.147
H: 6.048 0.316 -2.550
H: 3.444 0.171 -5.300
H: 2.680 -1.322 -4.712
H: 4.332 -1.358 -5.335
H: 4.842 -1.734 -1.672
H: 5.007 -2.518 -3.251
H: 3.407 -2.348 -2.504
H: -0.870 -3.348 -4.258
H: -1.940 -3.977 -5.528
H: -2.542 -3.778 -3.874
H: -0.416 -1.425 -5.916
H: -1.760 -0.407 -6.475
H: -1.630 -2.082 -7.019
H: -4.454 -2.287 -4.629
H: -3.938 -2.556 -6.299
H: -4.136 -0.904 -5.684
H: -3.097 -1.276 3.813
H: -3.877 0.280 3.477
H: -2.348 0.239 4.387
H: 1.330 -5.202 1.236
H: 0.949 -4.883 -0.461
H: 0.947 -6.549 0.152
H: -0.496 -6.009 2.812
H: -0.953 -7.321 1.715
H: -2.167 -6.143 2.249
H: -1.375 -5.326 -1.365
H: -2.683 -5.825 -0.268
H: -1.361 -6.938 -0.641
H: 3.534 -4.290 3.029
H: 5.226 -4.627 2.631
H: 4.166 -3.848 1.436
H: 4.210 -2.974 5.082
H: 5.375 -1.650 4.955
H: 5.911 -3.329 4.745
H: 5.996 -2.047 1.255
H: 6.903 -2.867 2.535
H: 6.504 -1.155 2.707
C: -3.936 4.685 -2.691
C: -3.038 4.308 -1.527
O: -2.944 3.145 -1.201
C: -2.301 5.392 -0.788
C: -2.500 6.730 -1.141
C: -1.896 7.777 -0.467
C: -1.071 7.489 0.611
C: -0.865 6.176 0.984
C: -1.456 5.134 0.288
O: -1.204 3.889 0.751
H: -4.256 3.764 -3.170
H: -3.428 5.320 -3.420
H: -4.820 5.219 -2.328
H: -3.167 6.955 -1.960
H: -2.084 8.801 -0.763
H: -0.593 8.286 1.170
H: -0.264 5.934 1.852
F: -4.888 4.794 7.091
C: -4.630 4.297 5.886
C: -3.758 4.941 5.039
F: -3.192 6.087 5.419
C: -3.491 4.407 3.795
F: -2.671 5.111 3.018
C: -4.066 3.223 3.349
Se: -3.735 2.436 1.635
C: -4.979 2.636 4.211
F: -5.637 1.525 3.853
C: -5.251 3.144 5.466
F: -6.115 2.526 6.274
N: -0.784 2.408 4.608
C: -0.900 2.404 3.456

Atoms 1-3, force components in eV/Å:
Ta -0.32 -1.10 0.25
C -0.07 0.04 -0.08
O -0.33 -0.20 0.06

=====

# 3
Computed, not measured: a molecular structure, C61H67AsMoN4O2P3S3Te, with ωB97M-V/def2-TZVPD.

⟨S²⟩ = 0.75
multiplicity = 2
Kohn-Sham gap (spin up / spin down) = 6.17 / 3.56 eV
net charge = +2
calculated total energy = -204748.973 eV
HOMO (spin up / spin down) = -11.5676 / -11.5458 eV

Element x y z (Å)
Mo: -0.211 0.481 -0.505
Te: -2.784 -4.069 -2.223
C: -2.115 -5.935 -1.492
C: -2.303 -6.289 -0.163
C: -1.804 -7.508 0.274
N: -1.159 -8.371 -0.514
C: -1.005 -8.030 -1.795
C: -1.462 -6.829 -2.331
C: -1.110 -2.969 -1.541
P: -1.093 -1.903 -0.115
C: -2.782 -1.932 0.582
C: -3.825 -1.439 -0.200
C: -5.141 -1.584 0.203
C: -5.432 -2.228 1.397
C: -4.402 -2.696 2.201
C: -3.080 -2.543 1.801
C: -0.173 -2.781 1.194
C: 0.224 -2.129 2.362
C: 0.816 -2.845 3.395
C: 1.022 -4.214 3.262
C: 0.632 -4.867 2.100
C: 0.034 -4.150 1.068
P: -0.113 -2.318 -2.772
C: 1.607 -2.861 -2.556
C: 2.703 -2.116 -2.989
C: 3.981 -2.651 -2.906
C: 4.168 -3.945 -2.426
C: 3.077 -4.700 -2.015
C: 1.799 -4.155 -2.064
C: -0.495 -2.793 -4.456
C: -1.218 -1.941 -5.287
C: -1.568 -2.358 -6.563
C: -1.197 -3.619 -7.005
C: -0.467 -4.466 -6.179
C: -0.111 -4.056 -4.907
H: -2.831 -5.634 0.522
H: -1.934 -7.812 1.309
H: -0.492 -8.750 -2.424
H: -1.307 -6.603 -3.379
H: -3.606 -0.939 -1.135
H: -5.941 -1.214 -0.426
H: -6.463 -2.364 1.702
H: -4.623 -3.185 3.141
H: -2.296 -2.917 2.442
H: 0.030 -1.071 2.480
H: 1.114 -2.348 4.309
H: 1.477 -4.773 4.072
H: 0.773 -5.937 2.000
H: -0.295 -4.654 0.168
H: 2.564 -1.119 -3.390
H: 4.830 -2.071 -3.246
H: 5.166 -4.367 -2.386
H: 3.216 -5.720 -1.672
H: 0.938 -4.738 -1.753
H: -1.512 -0.956 -4.943
H: -2.132 -1.700 -7.211
H: -1.471 -3.943 -8.001
H: -0.175 -5.448 -6.530
H: 0.466 -4.714 -4.269
C: 4.397 5.135 -2.180
C: 3.335 4.263 -1.560
O: 3.542 2.880 -1.955
P: 2.492 2.008 -2.812
S: -0.078 -0.215 -2.761
S: 0.669 2.385 -1.673
O: 2.042 3.031 -3.994
C: 2.923 3.138 -5.147
C: 2.514 4.356 -5.931
H: 4.269 6.166 -1.842
H: 4.326 5.122 -3.269
H: 5.394 4.798 -1.893
H: 2.339 4.591 -1.856
H: 3.388 4.286 -0.473
H: 2.827 2.231 -5.747
H: 3.960 3.218 -4.811
H: 1.452 4.308 -6.176
H: 3.083 4.407 -6.861
H: 2.696 5.268 -5.360
C: -1.597 2.195 7.530
C: -1.284 2.203 6.058
C: -2.024 2.973 5.167
C: -1.765 2.998 3.803
C: -2.595 3.925 2.953
C: -0.720 2.188 3.324
As: -0.224 2.168 1.467
N: -1.606 1.297 0.460
C: -3.026 1.263 0.697
C: -3.893 1.641 -0.321
C: -5.258 1.664 -0.087
C: -5.759 1.267 1.146
C: -4.888 0.841 2.143
C: -3.520 0.844 1.927
C: -0.003 4.056 1.013
C: 1.149 4.582 1.616
C: 2.062 3.776 2.514
C: 1.494 5.910 1.375
C: 0.754 6.717 0.528
C: 1.136 8.151 0.268
C: -0.360 6.155 -0.088
C: -0.761 4.845 0.131
C: -1.994 4.374 -0.591
C: 0.088 1.448 4.202
C: 1.345 0.706 3.798
C: -0.223 1.461 5.555
H: -2.518 2.735 7.746
H: -0.790 2.665 8.096
H: -1.702 1.174 7.899
H: -2.834 3.589 5.546
H: -3.526 4.170 3.463
H: -2.853 3.489 1.996
H: -2.058 4.857 2.767
H: -3.495 1.939 -1.282
H: -5.931 1.992 -0.870
H: -6.827 1.269 1.323
H: -5.273 0.512 3.100
H: -2.840 0.520 2.702
H: 2.285 2.790 2.097
H: 1.629 3.636 3.505
H: 3.013 4.290 2.639
H: 2.377 6.314 1.860
H: 2.059 8.419 0.781
H: 0.350 8.827 0.612
H: 1.271 8.331 -0.800
H: -0.943 6.764 -0.773
H: -2.388 5.175 -1.215
H: -2.781 4.086 0.099
H: -1.783 3.530 -1.245
H: 1.470 0.593 2.724
H: 1.364 -0.282 4.254
H: 2.220 1.245 4.169
H: 0.395 0.884 6.239
S: 2.214 0.134 0.072
C: 3.102 -1.187 0.733
N: 4.319 -0.918 1.215
C: 5.055 -2.140 1.568
C: 3.966 -3.222 1.417
N: 2.862 -2.473 0.802
H: 4.744 -0.013 1.103
H: 5.436 -2.078 2.583
H: 5.893 -2.296 0.890
H: 3.655 -3.634 2.374
H: 4.276 -4.035 0.768
H: 1.980 -2.890 0.545

Atoms 1-3, force components in eV/Å:
Mo 0.64 -0.98 -0.02
Te 1.44 0.53 0.46
C -0.18 -0.43 0.29